C6H11O | ωB97M-V/def2-TZVPD

```
18
Properties=species:S:1:pos:R:3:forces:R:3:mulliken_spin:R:1
C -2.70728 -1.04391 -0.52158 -0.013 0.143 -0.811 -0.0131
O -3.22710 -2.13764 -1.17579 -0.153 0.337 -0.088 0.8894
C -1.19818 -0.95554 -0.75711 0.657 -2.076 0.531 0.0371
C -0.43746 -0.11284 0.24357 -0.012 2.492 0.108 0.0064
C 0.90704 0.39681 -0.31757 -0.042 -0.745 1.621 0.0027
C 1.56960 1.33779 0.67834 1.730 -2.101 2.216 0.0002
C 2.78982 1.04467 1.32039 1.802 1.458 -1.611 0.0007
H -2.99921 -1.08878 0.53827 0.192 0.429 -0.092 0.0071
H -3.14397 -0.14710 -1.02871 -0.265 -0.392 0.456 0.0839
H -0.90202 -2.01992 -0.65438 0.262 0.372 0.154 -0.0090
H -0.90377 -0.77360 -1.79711 -0.492 0.594 0.153 -0.0041
H -0.97430 0.83591 0.39302 -0.405 -0.341 0.444 -0.0024
H -0.25830 -0.53816 1.24117 -0.422 -0.364 -0.411 0.0019
H 1.21199 -0.48300 -0.88841 1.675 0.739 -0.418 -0.0007
H 0.88378 1.47625 -0.43947 -2.351 1.156 -4.489 0.0000
H 2.62586 2.24211 -0.04400 -0.949 -1.546 2.626 -0.0002
H 3.68226 0.53503 0.90298 -0.955 -1.213 0.121 0.0000
H 3.08123 1.43191 2.30639 -0.259 1.059 -0.511 0.0000
```
Positions in Å, forces in eV/Å.

As for the spin multiplicity: 2. The largest force on an atom is 5.20 eV/Å. The value obtained for the energy above the lowest of the compared OMol25 structures with the same formula, charge and spin is 208.8 kcal per mole. As for the expectation value of S²: 0.7539.

---

C6H11O | ωB97M-V/def2-TZVPD

```
18
Properties=species:S:1:pos:R:3:forces:R:3:mulliken_spin:R:1
O 2.79004 0.05012 -0.19746 -0.273 0.441 1.294 0.1008
C 1.80552 0.38234 0.42795 -1.891 -0.076 -1.133 -0.0101
C 0.52550 -1.64011 -0.27262 1.624 -0.691 -0.793 0.8713
C -0.81271 -1.37174 0.15138 -1.629 0.700 0.682 -0.0967
C -1.41900 -0.01584 -0.31676 -0.107 -0.430 0.471 0.0441
C -0.70668 1.24615 0.18986 -0.305 -0.135 0.123 -0.0048
C 0.76870 1.39739 -0.14214 1.007 0.539 -0.398 -0.0104
H 1.39829 -0.04499 1.40670 1.279 0.266 -0.420 -0.0060
H 0.81979 -1.49556 -1.30522 -0.006 0.032 0.019 0.0008
H 1.20818 -2.23210 0.33257 -0.184 0.110 -0.141 -0.0011
H -1.47748 -2.17652 -0.22360 -0.018 0.182 0.243 0.0997
H -0.83929 -1.40258 1.25306 -0.279 -0.089 -0.225 0.0118
H -1.50954 -0.00620 -1.40783 0.166 0.027 0.032 0.0039
H -2.44593 0.01755 0.08206 0.216 0.011 -0.251 -0.0047
H -1.25055 2.10223 -0.25009 0.342 -0.202 0.238 0.0010
H -0.83578 1.34054 1.27161 -0.112 -0.137 0.079 0.0008
H 1.10480 2.38580 0.23696 -0.124 -0.338 -0.110 -0.0001
H 0.87613 1.46353 -1.23644 0.293 -0.208 0.290 -0.0002
```
Positions in Å, forces in eV/Å.

As for the spin multiplicity: 2. The largest force on an atom is 2.21 eV/Å. The value obtained for the energy above the lowest of the compared OMol25 structures with the same formula, charge and spin is 19.4 kcal per mole. As for the expectation value of S²: 0.7558.

---

C6H11O | ωB97M-V/def2-TZVPD

```
18
Properties=species:S:1:pos:R:3:forces:R:3:lowdin_charge:R:1
C -1.62243 2.01679 0.49546 -0.073 0.660 -1.020 0.0309
C -1.44596 2.64421 -0.49620 0.435 -0.400 0.297 0.0822
C 1.22840 0.02612 0.53866 0.230 -1.658 0.581 -0.1348
C 0.65002 -1.37429 0.93369 -2.629 1.036 -0.308 -0.1053
C 0.74957 0.22026 -0.89462 1.433 2.372 -1.218 -0.0936
C -0.33387 -1.66978 -0.29630 0.158 -2.875 1.236 -0.0709
O -0.63212 -0.35537 -0.94191 -0.257 -0.905 1.953 -0.0203
H -1.21757 -0.00643 -0.19840 0.535 1.084 -1.372 0.1471
H -1.95337 1.55526 1.32500 -0.879 -1.181 2.531 0.0212
H -1.00872 3.08632 -1.31287 0.253 1.065 -1.538 0.0339
H 0.87229 0.79226 1.24744 -0.187 -0.112 -0.725 0.1191
H 2.30218 -0.01609 0.71835 0.101 0.260 -0.712 0.1308
H 1.33661 -2.19842 1.01662 0.405 -0.069 -0.034 0.1129
H 0.07705 -1.27326 1.89205 0.499 -0.332 -0.834 0.1276
H 0.74524 1.31804 -1.10978 -0.652 -1.038 -0.033 0.1273
H 1.26082 -0.24925 -1.81095 -0.607 0.238 1.869 0.1795
H 0.28025 -2.19344 -1.02947 -0.425 -0.016 -0.140 0.1266
H -1.28840 -2.32294 -0.07678 1.661 1.870 -0.533 0.1858
```
Positions in Å, forces in eV/Å.

As for the spin multiplicity: 1. Its net charge is +1. The largest force on an atom is 3.13 eV/Å. The value obtained for the energy above the lowest of the compared OMol25 structures with the same formula, charge and spin is 64.8 kcal per mole.

---

C6H11O2 | ωB97M-V/def2-TZVPD

```
19
Properties=species:S:1:pos:R:3:forces:R:3:lowdin_charge:R:1
C 1.77384 -0.89785 -1.45302 0.693 0.085 0.219 -0.1310
C 0.33462 -0.57176 -1.17964 -0.900 0.187 0.841 -0.2645
C 0.07848 0.16463 0.15851 -1.164 0.630 -0.436 -0.4146
C 0.12504 -0.81409 1.29427 -0.411 -1.279 0.303 -0.0935
C -1.34812 0.76748 0.10114 -0.085 1.050 1.198 -0.1261
C -1.52921 1.94187 1.23902 1.024 -2.082 -1.268 -0.7387
O -0.99279 3.01952 0.91950 -0.326 0.263 0.288 -0.0927
O -2.04644 1.51904 2.28259 -0.420 0.589 0.644 -0.0870
H 2.28194 -1.56916 -0.75126 -0.456 -0.213 -0.011 0.0626
H 2.32356 0.03370 -1.34349 0.230 0.210 -0.241 0.0693
H 1.92813 -1.27198 -2.45953 0.091 -0.130 -0.213 0.0559
H 0.01243 0.21334 -1.84739 -0.072 -0.223 -0.981 0.0901
H -0.37598 -1.45095 -1.26742 0.776 0.885 0.065 0.1266
H 0.70757 1.08247 0.25614 0.164 -0.916 -0.011 0.1469
H -0.60646 -1.62419 1.01652 0.078 0.835 0.625 0.0890
H 1.02678 -1.41146 1.30681 0.819 0.191 0.222 0.0478
H -0.08188 -0.41118 2.30014 -0.068 -0.115 -0.568 0.0846
H -1.51699 1.30236 -0.82209 0.021 -0.087 -0.598 0.0808
H -2.09449 -0.02180 0.24920 0.005 0.120 -0.078 0.0946
```
Positions in Å, forces in eV/Å.

Its SMILES is CC[C@H](C)CC(=O)[O-]. As for the spin multiplicity: 1. Its net charge is -1. The largest force on an atom is 2.64 eV/Å. The value obtained for the energy above the lowest of the compared OMol25 structures with the same formula, charge and spin is 9.4 kcal per mole.

---

C6H11O2 | ωB97M-V/def2-TZVPD

```
19
Properties=species:S:1:pos:R:3:forces:R:3:lowdin_charge:R:1
C -1.88738 -1.18283 1.43231 -0.084 -0.009 -0.478 -0.1339
C -1.25183 -0.87798 0.07238 0.152 -0.233 0.269 -0.2754
C -0.69566 0.54429 -0.00822 -0.012 -0.152 0.150 -0.2273
C 0.77128 0.60690 0.44588 -0.456 0.364 -0.357 -0.2142
C 1.72707 0.10855 -0.63453 0.254 0.334 -0.392 -0.1549
C 1.97302 1.18086 -1.74421 -0.045 -0.262 -0.202 -0.7521
O 3.07426 1.77088 -1.69052 -0.106 0.133 0.040 -0.0976
O 1.05417 1.30698 -2.59444 0.074 0.087 0.235 -0.1004
H -2.22618 -2.22755 1.45983 0.144 0.200 0.297 0.0621
H -1.20036 -0.95581 2.24443 0.097 -0.228 0.154 0.0600
H -2.75670 -0.53877 1.56597 -0.143 0.001 0.078 0.0599
H -2.01343 -1.07020 -0.68538 0.093 0.061 -0.189 0.0972
H -0.42355 -1.58213 -0.10107 -0.272 0.074 -0.097 0.0981
H -1.31778 1.18482 0.62981 0.035 0.083 -0.064 0.0996
H -0.74405 0.92328 -1.02369 0.021 0.095 -0.178 0.0924
H 0.85790 0.04108 1.37809 0.208 0.027 0.111 0.0926
H 1.01259 1.66030 0.63718 0.108 -0.193 0.251 0.1127
H 1.33839 -0.76712 -1.14992 -0.147 -0.266 0.105 0.0914
H 2.70823 -0.12554 -0.23388 0.078 -0.115 0.266 0.0897
```
Positions in Å, forces in eV/Å.

Its SMILES is CCCCCC(=O)[O-]. As for the spin multiplicity: 1. Its net charge is -1. The largest force on an atom is 0.68 eV/Å. The value obtained for the energy above the lowest of the compared OMol25 structures with the same formula, charge and spin is 1.2 kcal per mole.

---

C6H11O2 | ωB97M-V/def2-TZVPD

```
19
Properties=species:S:1:pos:R:3:forces:R:3:lowdin_charge:R:1
C -0.58477 -0.31140 -1.52206 -0.389 -0.277 -0.652 -0.1862
C -0.92100 -1.57827 -1.75362 0.368 0.152 -0.101 -0.1985
C 0.05514 -2.60866 -2.25435 -0.149 0.027 -0.211 -0.1367
C -1.52184 0.77379 -1.10275 0.262 -0.251 0.385 -0.1135
H 0.44057 -0.01539 -1.71489 0.059 0.070 0.227 0.0963
H -1.93267 -1.93045 -1.57279 -0.089 0.100 0.048 0.0876
H 0.25911 -3.37560 -1.50225 0.090 -0.006 -0.036 0.0599
H -0.32914 -3.11375 -3.14861 -0.093 -0.090 0.107 0.0530
H 0.99031 -2.14302 -2.57009 0.069 0.016 0.260 0.0629
H -2.55327 0.41526 -1.10255 -0.041 0.045 -0.006 0.0635
H -1.42700 1.63091 -1.77173 -0.044 0.074 0.037 0.0639
H -1.23086 1.05378 -0.08118 -0.183 0.099 -0.270 0.0446
O 1.29643 1.28052 0.53307 0.037 0.143 -0.138 -0.0915
C 0.70086 0.90719 1.56632 0.043 -0.495 0.323 -0.7902
O -0.31224 0.17127 1.65223 0.053 0.161 0.090 -0.1004
C 1.32081 1.37373 2.90413 0.026 0.664 -0.132 -0.0631
H 0.65608 1.21882 3.75279 0.034 -0.211 0.001 0.0467
H 2.28927 0.89767 3.06421 -0.057 -0.188 0.032 0.0511
H 1.53070 2.44587 2.82063 0.004 -0.034 0.036 0.0505
```
Positions in Å, forces in eV/Å.

As for the spin multiplicity: 1. Its net charge is -1. The largest force on an atom is 0.81 eV/Å. The value obtained for the energy above the lowest of the compared OMol25 structures with the same formula, charge and spin is 16.6 kcal per mole.